{"formula": "C5H7NS2", "method": "the ωB97M-V functional and the def2-TZVPD basis", "largest_force_ev_per_a": 5.89, "e_above_lowest_kcal_mol": 114.3, "lumo_ev": 0.28, "charge": 0, "energy_ev": -28453.912, "elements": ["S", "S", "N", "C", "C", "C", "C", "C", "H", "H", "H", "H", "H", "H", "H"], "positions_angstrom": [[4.0374, -0.7832, 0.0303], [0.8445, -1.3099, -0.2961], [1.5461, 0.1336, -0.0992], [-2.1701, -1.0145, 0.5166], [-0.9298, -0.7726, -0.4433], [2.8595, 0.2831, 0.1788], [-0.6124, 0.7078, -0.2966], [0.6011, 1.1159, -0.0970], [-1.8650, -0.7999, 1.4500], [-0.9239, -1.0351, -1.5512], [-1.2395, 1.5973, -0.7060], [2.9441, 1.3869, 0.2836], [-2.8277, 0.2123, 0.3168], [0.8376, 2.2752, 0.1466], [-3.1020, -1.9968, 0.5666]], "forces_ev_per_angstrom": [[0.7, -0.8, 0.3], [-0.8, -4.9, 0.2], [1.6, 1.4, 1.5], [-4.4, 1.1, -3.8], [0.4, 1.0, -1.7], [-1.1, 2.5, -0.8], [-3.2, 2.2, -2.3], [1.5, 4.1, 1.2], [1.1, 0.2, 3.5], [-1.7, 0.3, 1.5], [0.1, -2.0, 1.3], [0.9, -0.6, 0.3], [1.5, -4.2, 0.4], [-0.1, -3.1, -0.9], [3.5, 3.1, -0.7]]}

{"formula": "C41H110N6O17", "method": "the ωB97M-V functional and the def2-TZVPD basis", "largest_force_ev_per_a": 3.99, "e_above_lowest_kcal_mol": 193.5, "lumo_ev": 0.31, "smiles": "COCCNCCOC.COCCNCCOC.COCCNCCOC.COCCNCCOC.COCCNCCOC.COCCNCCOC.CO.CO.CO.CO.CO", "charge": 0, "energy_ev": -88030.422, "elements": ["O", "O", "O", "O", "O", "O", "O", "O", "O", "O", "O", "O", "O", "O", "O", "O", "O", "N", "N", "N", "N", "N", "N", "C", "C", "C", "C", "C", "C", "C", "C", "C", "C", "C", "C", "C", "C", "C", "C", "C", "C", "C", "C", "C", "C", "C", "C", "C", "C", "C", "C", "C", "C", "C", "C", "C", "C", "C", "C", "C", "C", "C", "C", "C", "H", "H", "H", "H", "H", "H", "H", "H", "H", "H", "H", "H", "H", "H", "H", "H", "H", "H", "H", "H", "H", "H", "H", "H", "H", "H", "H", "H", "H", "H", "H", "H", "H", "H", "H", "H", "H", "H", "H", "H", "H", "H", "H", "H", "H", "H", "H", "H", "H", "H", "H", "H", "H", "H", "H", "H", "H", "H", "H", "H", "H", "H", "H", "H", "H", "H", "H", "H", "H", "H", "H", "H", "H", "H", "H", "H", "H", "H", "H", "H", "H", "H", "H", "H", "H", "H", "H", "H", "H", "H", "H", "H", "H", "H", "H", "H", "H", "H", "H", "H", "H", "H", "H", "H", "H", "H", "H", "H", "H", "H"], "positions_angstrom": [[-36.2788, 12.0447, -0.3589], [-36.2724, 7.6099, -10.5779], [-39.7558, 11.9075, -18.3451], [-42.5666, 19.2935, -11.7141], [-34.6006, -0.5076, -9.7508], [-29.1728, 13.4783, -17.3411], [-24.3127, 16.3937, -8.9085], [-40.9540, 11.9715, -13.8955], [-33.1860, 2.3920, -3.7199], [-31.7216, 14.6972, -3.9810], [-38.4232, 22.1379, -12.4564], [-38.9481, 13.0740, -3.4948], [-42.0730, 1.3049, -14.4302], [-22.8198, 12.5652, -19.0067], [-35.0994, 12.7963, -10.2453], [-27.2493, 7.7852, -5.8154], [-26.5638, 11.3632, -9.9899], [-26.6256, 15.1406, -9.8902], [-40.7861, 20.9757, -13.6533], [-34.9273, 10.0842, -8.8756], [-38.5620, 10.4136, -1.6797], [-26.3241, 13.2652, -18.2024], [-39.6283, 13.5500, -15.7689], [-39.1104, 13.9284, -17.1119], [-37.3440, 12.8890, 0.0758], [-26.3732, 13.7845, -9.3272], [-30.0037, 12.9115, -16.2436], [-26.3259, 12.6844, -10.4296], [-26.7821, 16.1586, -8.8523], [-36.4100, 10.6249, -0.2524], [-25.4870, 16.5056, -8.0590], [-34.6746, 8.6667, -8.9317], [-42.3864, 1.1885, -13.0232], [-37.3162, 22.3596, -11.6177], [-34.1612, 3.3036, -3.1791], [-21.9555, 11.5042, -18.5871], [-35.5141, 0.1664, -8.9532], [-34.1302, 12.4525, -9.2591], [-41.5398, 11.8927, -12.5594], [-41.9125, 18.8027, -12.8849], [-23.9705, 17.7029, -9.3612], [-38.2815, 11.8665, -3.8391], [-35.3154, 14.1699, -10.4051], [-33.7977, 10.9018, -9.2256], [-40.3057, 11.2815, -19.5420], [-37.1360, 10.0549, -1.4982], [-24.1718, 12.2996, -18.6479], [-32.4624, 15.9122, -3.6047], [-40.6218, 19.7189, -12.9547], [-38.4754, 14.2614, -4.0572], [-43.6348, 18.3373, -11.3935], [-39.5816, 12.2016, -13.7150], [-27.0923, 14.4486, -17.7586], [-25.0480, 13.5338, -18.7895], [-34.8907, 7.9623, -10.3220], [-38.2223, 21.2470, -13.5729], [-26.5558, 10.4222, -11.0134], [-40.0019, 13.2823, -18.2326], [-39.1408, 12.2689, -15.2114], [-28.1426, 14.0845, -16.7229], [-39.5403, 21.2362, -14.3873], [-38.9259, 10.6801, -3.0548], [-28.2664, 6.9075, -5.5102], [-36.5665, 7.0503, -11.8285], [-34.3397, 14.6006, -10.6298], [-35.8464, 6.2334, -11.8766], [-33.6387, 8.5430, -8.6156], [-24.6703, 18.2761, -9.9693], [-36.3563, 7.7707, -12.6191], [-39.7042, 13.7183, -19.1862], [-25.5342, 17.3235, -7.3399], [-38.0557, 13.8193, -17.3644], [-37.4076, 14.2819, -3.8395], [-25.6073, 10.3389, -11.5439], [-40.6069, 13.7970, -15.7315], [-27.7274, 13.3940, -15.9887], [-40.7534, 21.7381, -12.9915], [-27.5980, 14.9242, -18.5990], [-27.8801, 6.2165, -4.7610], [-25.7336, 15.3735, -10.3028], [-37.2162, 11.7598, -3.6350], [-26.4362, 15.2633, -17.4520], [-40.2334, 11.9348, -20.4115], [-33.7736, -0.0362, -9.8757], [-21.5921, 11.8767, -17.6294], [-33.1858, 10.5856, -10.0704], [-26.7266, 9.3778, -10.7523], [-36.4594, 0.0321, -9.4791], [-37.0962, 13.9504, 0.0616], [-39.1362, 11.2975, -13.3000], [-24.4310, 11.6095, -19.4507], [-38.0667, 12.4110, -15.0928], [-34.6862, 12.6379, -8.3402], [-39.2809, 15.0023, -17.1884], [-38.4049, 11.8214, -4.9212], [-28.6303, 6.2543, -6.3033], [-41.5291, 0.6814, -12.5805], [-22.3040, 10.4760, -18.4890], [-32.9953, 15.6619, -2.6873], [-44.4972, 18.4475, -12.0510], [-40.2254, 19.9146, -11.9584], [-42.6174, 12.0056, -12.6784], [-29.3133, 12.1775, -15.8281], [-42.5064, 2.1325, -12.4916], [-26.9526, 12.6837, -18.7381], [-37.5858, 12.6704, 1.1159], [-37.7893, 20.3301, -13.1732], [-30.9334, 14.6801, -3.4331], [-39.7556, 19.1592, -13.3075], [-31.7690, 16.7377, -3.4440], [-37.5905, 22.9452, -10.7402], [-34.7005, 2.9013, -2.3215], [-37.5497, 6.5951, -11.9470], [-38.8252, 14.2867, -5.0892], [-34.7658, 3.7467, -3.9706], [-37.3072, 9.0355, -1.1523], [-33.2036, 10.6540, -8.3459], [-24.6078, 14.3398, -18.2024], [-35.6771, -0.4685, -8.0823], [-34.4127, 8.5501, -11.1056], [-38.7103, 9.8534, -3.7316], [-40.0074, 10.7291, -3.1817], [-35.3864, 10.2691, -0.1348], [-35.6459, 10.2058, -9.5748], [-33.1866, 12.9981, -9.2634], [-43.1981, 0.4931, -12.8094], [-41.8868, 0.4569, -14.8397], [-25.3871, 12.6891, -10.9835], [-41.6308, 17.7531, -12.8005], [-33.5006, 4.0813, -2.7957], [-33.0797, 16.3301, -4.3999], [-39.4071, 11.4695, -15.9028], [-27.2506, 10.6703, -11.8157], [-41.0559, 13.4393, -18.0037], [-27.3342, 13.5219, -8.8849], [-35.3945, 1.2450, -8.8515], [-27.6935, 15.9246, -8.3022], [-33.6007, 1.5289, -3.6502], [-36.9290, 10.2998, 0.6492], [-30.3649, 13.5800, -15.4621], [-37.4877, 21.8169, -14.1418], [-24.1807, 11.8062, -17.6760], [-44.0241, 18.3406, -10.3754], [-29.1145, 7.5269, -5.2185], [-43.2355, 17.3232, -11.3831], [-34.2691, 7.0683, -10.2731], [-27.1054, 7.9993, -6.7402], [-27.0610, 17.0896, -9.3459], [-41.2647, 12.6953, -11.8751], [-27.0616, 12.9359, -11.1935], [-38.5266, 11.2897, -1.1785], [-38.2013, 12.7693, -0.5865], [-39.4161, 20.6827, -15.3181], [-35.3811, 8.1811, -8.2585], [-30.8695, 12.4898, -16.7542], [-28.4800, 15.0224, -16.2819], [-41.3841, 10.9033, -12.1292], [-21.1002, 11.4414, -19.2599], [-41.3519, 11.0238, -19.3768], [-36.9006, 21.4366, -11.2135], [-42.5243, 18.8649, -13.7848], [-39.7878, 22.1819, -14.8695], [-23.6188, 18.3173, -8.5324], [-39.8755, 10.3085, -19.7795], [-38.8819, 15.0488, -3.4224], [-25.0760, 13.7704, -19.8531], [-35.9565, 14.4344, -11.2460], [-36.6334, 22.8732, -12.2946], [-23.0598, 17.6111, -9.9532], [-25.5882, 13.8214, -8.5718], [-39.3249, 13.1407, -13.2247], [-35.6789, 14.6981, -9.5236], [-25.3875, 15.6208, -7.4303], [-36.7248, 10.1300, -2.5049]], "forces_ev_per_angstrom": [[0.4, 0.9, 0.3], [0.0, 1.5, 1.6], [0.2, -1.7, -0.9], [-1.9, -2.0, 0.3], [1.4, -0.3, -1.0], [-3.3, -1.2, 0.8], [-1.5, 2.0, 0.4], [-1.2, 0.6, 3.2], [-0.9, -0.4, 0.2], [-0.8, 1.2, -0.3], [-1.8, -0.5, 0.7], [-0.2, -1.0, 1.6], [-0.7, 1.1, 0.5], [0.3, -0.3, -0.1], [0.1, -0.9, -0.8], [1.8, 0.9, -0.4], [-0.2, -0.1, 1.4], [1.1, -0.7, 0.1], [1.4, -0.6, -0.7], [-1.7, 0.2, -1.4], [0.6, 1.8, 0.7], [-1.2, 0.6, 1.1], [2.1, 0.5, -0.6], [-2.5, -0.4, -0.2], [0.0, -0.7, 0.1], [-2.0, -0.5, -0.4], [0.7, -0.4, -2.2], [0.9, 0.6, -0.8], [-0.1, 1.5, -0.9], [-0.6, 1.3, -1.4], [-0.2, -3.5, 0.3], [-0.6, -0.6, -0.8], [1.3, -1.6, -0.4], [-0.1, -0.2, -0.9], [1.8, 0.6, 0.0], [0.9, 1.3, 0.3], [-1.7, -0.8, -0.4], [-1.0, -1.8, 1.0], [-1.2, -0.2, -1.3], [1.9, 1.8, 0.6], [1.8, -0.1, -0.1], [-1.0, -0.1, 0.4], [1.2, 0.6, 0.0], [0.2, 1.1, 0.8], [-0.4, 0.4, 1.0], [-0.8, -2.1, 0.7], [0.8, -0.5, -1.2], [1.3, -0.7, 0.1], [-0.6, -1.3, 0.6], [0.2, -0.5, 1.1], [0.6, 0.2, 0.3], [-0.1, -1.4, -3.7], [0.3, -0.4, -0.7], [0.6, -0.6, 0.4], [0.2, -0.3, 0.6], [-0.1, 2.3, 0.6], [0.4, -0.2, -1.5], [1.3, 0.3, 0.1], [0.3, 2.2, 0.9], [2.3, 1.6, -0.1], [-0.3, 0.7, -0.7], [-0.4, 0.4, -2.0], [-0.9, -0.5, -0.2], [1.9, -0.5, -0.1], [0.2, 0.5, -0.1], [0.0, -0.4, -0.9], [0.0, -0.6, 0.1], [-0.6, -0.4, 0.1], [-0.2, 0.0, -0.3], [-0.4, 0.5, -0.3], [0.1, 0.6, -0.7], [0.1, -0.7, 0.7], [0.4, 0.3, -1.0], [0.6, 0.5, 0.1], [0.0, -0.7, 0.3], [0.5, 0.3, 0.4], [-0.6, 0.0, 0.4], [-0.5, 0.0, -0.3], [-0.4, 0.3, 0.4], [0.1, 0.3, -0.6], [0.4, 1.0, 0.2], [0.3, -0.4, 0.6], [0.1, 0.1, 0.0], [-0.1, 0.1, 0.2], [0.3, -0.7, 0.3], [-0.2, 0.0, -0.6], [-0.4, 0.3, 1.0], [-0.4, 0.4, -0.1], [0.6, -0.2, -0.3], [0.3, 0.2, 0.6], [-1.0, -0.6, 0.4], [0.3, -0.3, -0.7], [0.6, 0.1, 0.6], [-0.1, 0.2, -0.2], [0.0, -0.9, -0.2], [0.2, 0.1, -0.5], [0.2, 0.2, 0.5], [-0.9, 0.2, -0.1], [-0.4, 0.5, -0.2], [0.2, -0.1, -0.3], [-0.7, -0.1, 0.6], [-0.1, -0.1, -0.2], [-0.6, -0.4, 0.4], [-0.2, 0.1, -0.8], [0.3, -0.1, -0.2], [-0.4, -0.2, 0.1], [-0.3, -0.4, -0.5], [0.0, 0.0, 0.0], [-0.3, -0.3, -0.9], [0.2, -0.1, 0.4], [-0.2, 0.3, -0.4], [-0.3, -0.1, -0.3], [-0.2, 0.5, 0.6], [0.6, 0.6, -0.2], [-0.4, -0.3, 0.2], [1.1, -0.8, -0.7], [0.9, 1.0, 0.0], [0.2, 0.2, -0.3], [0.3, 0.9, 0.8], [-0.5, 0.4, -0.4], [0.4, -0.7, 0.5], [-0.1, 0.4, 0.5], [-0.1, -0.2, -0.5], [-0.6, 0.6, 0.0], [-0.1, 0.4, -0.5], [-0.5, 0.4, -0.3], [-0.1, -0.2, 0.5], [0.5, 0.1, 0.1], [0.1, -0.2, 0.4], [-0.4, 0.4, 0.2], [-0.3, -0.9, -0.1], [0.1, -0.6, 0.7], [-0.5, 0.2, 0.0], [-0.2, 0.4, -0.1], [0.1, 0.0, 0.9], [0.4, -0.2, 0.5], [0.4, -0.1, 0.8], [0.3, -0.3, -0.3], [-0.4, 0.2, 0.1], [0.4, 0.6, -0.2], [0.4, -0.7, -0.7], [-0.5, 0.2, 0.2], [0.3, 1.2, 0.2], [-0.3, -0.5, 0.6], [0.1, -0.2, -0.8], [-0.2, -0.6, -0.1], [-0.4, -0.3, 0.0], [-0.2, 0.0, -0.5], [0.6, 0.0, -0.2], [-0.4, 0.3, 0.1], [-1.4, 0.2, -0.2], [-0.2, 0.3, 0.3], [-0.1, -1.1, 0.4], [0.3, -0.2, 0.3], [0.2, -0.3, 0.2], [0.0, 0.2, 0.6], [0.4, 0.0, 0.2], [-0.1, 0.3, -0.2], [-0.3, 0.4, 0.1], [0.2, -0.3, -0.2], [-0.1, 0.4, -0.1], [0.9, 0.8, 0.5], [-0.4, 0.2, 0.3], [0.8, 0.3, 0.4], [-0.3, 0.2, -0.5], [0.1, 0.5, -0.1], [-0.2, -0.7, 0.0], [0.9, 0.2, 0.7], [-0.1, -0.3, -0.3], [0.2, -0.6, -0.2], [-0.1, -0.1, 0.2], [-0.2, -0.3, 0.4], [0.3, 0.0, 0.5], [1.2, -0.2, 0.6]]}